(1)
57
Properties=species:S:1:pos:R:3 method="wB97M-V/def2-TZVPD" e_lumo_ev="0.05 / -0.42" total_energy_ev=-194824.285 spin_multiplicity=2 gap_ev="9.10 / 9.64"
C 3.76 -0.47 -1.76
C 3.85 -0.33 -0.21
C 2.51 -0.84 0.39
C 2.56 -0.91 1.95
C 3.78 -1.74 2.40
C 5.11 -1.32 1.71
N 4.97 -1.04 0.30
O 6.24 -0.83 -0.37
C 5.67 -0.17 2.53
C 6.00 -2.61 1.99
C 3.73 1.22 0.03
H 4.44 0.15 -2.33
H 2.81 -0.05 -2.11
H 3.80 -1.54 -1.96
H 1.65 -0.26 0.06
H 2.36 -1.86 0.03
H 1.66 -1.37 2.36
H 2.66 0.10 2.35
H 3.49 -2.77 2.19
H 3.66 -1.64 3.48
H 6.74 -0.03 2.34
H 5.17 0.74 2.22
H 5.58 -0.25 3.61
H 6.98 -2.35 1.59
H 6.03 -2.84 3.05
H 5.66 -3.41 1.34
H 3.60 1.54 1.06
H 3.02 1.70 -0.64
H 4.69 1.69 -0.18
Cl -3.50 -2.14 -0.30
C -4.75 -0.86 -0.48
C -4.54 0.23 0.60
Cl -5.70 1.57 0.52
H -5.77 -1.23 -0.35
H -4.78 -0.52 -1.52
H -3.51 0.58 0.66
H -4.69 -0.25 1.57
C -5.62 -2.85 6.73
Cl -4.07 -2.12 6.43
Cl -5.48 -4.37 7.78
Cl -6.51 -3.17 5.30
H -6.28 -2.28 7.38
C -1.48 -0.88 -6.66
Cl -2.98 -1.37 -7.49
Cl -1.67 0.17 -5.33
Cl -0.43 -0.07 -7.80
H -1.00 -1.82 -6.39
C -9.32 1.87 -6.30
Cl -8.37 1.03 -5.05
Cl -9.27 0.97 -7.83
Cl -8.64 3.51 -6.47
H -10.35 1.94 -5.94
C -0.63 6.68 0.58
Cl -0.14 7.83 1.73
Cl -2.31 7.18 0.00
Cl -0.47 5.13 1.38
H 0.09 6.75 -0.23

=====

(2)
50
Properties=species:S:1:pos:R:3 method="wB97M-V/def2-TZVPD" e_lumo_ev=-3.96 charge=+1 relative_energy_ev=3.521 total_energy_ev=-40781.299 gap_ev=7.91
H -3.18 -2.75 -2.88
N -2.57 -2.18 -3.50
C -1.60 -1.64 -2.80
C -1.54 -1.90 -1.23
C -1.22 -0.55 -0.35
N -2.20 -0.69 0.75
C -3.33 -0.03 0.56
C -3.81 0.93 1.76
C -4.32 -0.12 -0.68
O -1.36 0.55 -1.30
C -0.74 1.66 -0.56
N 0.53 1.20 0.21
C 1.56 1.91 -0.68
C 3.08 1.77 -0.18
C 4.04 1.43 -1.44
O 5.15 2.38 -1.41
C 0.39 1.78 1.57
F 0.39 3.19 1.56
F 1.46 1.43 2.42
F -0.76 1.42 2.24
C 0.35 -0.31 0.04
I 1.68 -1.34 -1.39
C 0.50 -1.27 1.31
C 1.98 -1.58 1.82
C 2.30 -3.18 1.68
H -0.83 -0.96 -3.30
H -0.87 -2.78 -0.92
H -2.59 -2.25 -0.93
H -3.32 0.54 2.72
H -4.93 0.86 1.95
H -3.44 2.00 1.63
H -5.35 0.24 -0.33
H -4.47 -1.16 -1.10
H -3.99 0.64 -1.48
H -0.57 2.39 -1.43
H -1.55 2.20 0.02
H 1.37 3.05 -0.70
H 1.44 1.62 -1.78
H 3.44 2.80 0.18
H 3.24 1.07 0.69
H 3.49 1.66 -2.43
H 4.39 0.35 -1.44
H 5.99 1.89 -1.47
H -0.11 -0.98 2.22
H 0.07 -2.29 0.98
H 2.01 -1.39 2.95
H 2.80 -0.94 1.38
H 1.89 -3.64 2.65
H 1.72 -3.66 0.83
H 3.41 -3.36 1.54

=====

(3)
47
Properties=species:S:1:pos:R:3 method="wB97M-V/def2-TZVPD" e_lumo_ev="-11.13 / -12.61" charge=+3 relative_energy_ev=0.000 total_energy_ev=-27353.961 spin_multiplicity=2 gap_ev="7.51 / 6.04"
Ir -0.34 0.84 0.50
N -1.11 -0.68 1.72
C -2.42 -1.34 1.36
C -3.55 -0.31 1.38
C -4.07 0.05 -0.02
C -3.00 0.45 -1.02
N -2.03 1.49 -0.49
H -0.39 -1.40 1.83
H -1.22 -0.30 2.66
H -2.58 -2.14 2.08
H -2.28 -1.80 0.38
H -3.20 0.59 1.89
H -4.37 -0.67 1.99
H -4.82 0.84 0.06
H -4.58 -0.81 -0.45
H -3.45 0.89 -1.91
H -2.39 -0.39 -1.36
H -2.55 2.20 0.03
H -1.63 1.99 -1.28
N 1.73 4.17 -0.71
C 1.10 3.24 -0.05
O 0.49 2.31 -0.69
C 1.09 3.19 1.45
C -0.02 2.26 1.93
H 1.75 4.16 -1.72
H 2.19 4.94 -0.23
H 0.94 4.19 1.87
H 2.06 2.84 1.79
H -1.00 2.75 1.99
H 0.20 1.78 2.88
C 3.36 -1.06 1.23
C 2.22 -0.98 0.27
O 1.34 -0.09 0.55
C 2.09 -1.79 -0.88
C 3.09 -2.74 -1.19
C 2.97 -3.53 -2.31
C 1.86 -3.39 -3.13
C 0.86 -2.45 -2.85
C 0.97 -1.66 -1.74
H 3.18 -0.45 2.11
H 4.26 -0.70 0.73
H 3.54 -2.09 1.53
H 3.96 -2.85 -0.55
H 3.74 -4.25 -2.55
H 1.78 -4.01 -4.02
H 0.01 -2.36 -3.52
H 0.20 -0.92 -1.54

=====

(4)
47
Properties=species:S:1:pos:R:3 method="wB97M-V/def2-TZVPD" e_lumo_ev=0.52 relative_energy_ev=15.431 total_energy_ev=-27133.053 gap_ev=9.84
C -4.32 -0.35 -1.15
H -3.48 -0.80 -1.91
H -4.53 0.70 -1.66
H -5.18 -1.05 -1.21
C -3.74 -0.35 0.01
N -2.67 0.64 0.13
C -1.61 0.37 -0.48
O -1.30 -0.44 -1.48
N -0.58 1.54 -0.65
C -0.49 2.62 0.13
O -1.52 3.27 0.83
C 0.65 3.58 -0.09
H 0.56 4.20 -0.69
H 1.09 3.87 1.05
O 1.78 2.76 -0.77
C 2.69 2.21 0.27
O 2.85 2.23 1.38
C 3.69 1.38 -0.60
H 4.20 2.17 -1.56
H 4.53 1.19 0.07
C 3.00 0.18 -1.36
C 2.32 -0.61 -0.04
C 3.47 -1.23 0.81
H 3.53 -0.69 1.83
C 2.97 -2.59 0.83
H 3.72 -3.48 0.61
H 2.94 -3.13 2.14
C 1.62 -2.69 0.39
H 0.74 -2.53 1.22
H 1.36 -3.91 0.20
C 1.69 -1.79 -0.82
H 0.67 -1.66 -1.29
H 2.30 -2.33 -1.55
H 4.43 -1.52 0.24
H 1.71 -0.18 0.41
H 3.84 -0.18 -1.79
H 2.30 0.50 -2.14
H 0.30 1.32 -0.84
H -2.66 1.64 0.62
C -3.42 -1.40 0.82
H -2.78 -1.47 1.86
H -4.29 -2.13 1.04
H -2.66 -2.01 0.09
C -4.82 0.34 1.13
H -5.75 -0.08 1.13
H -4.17 0.56 2.08
H -4.99 1.34 0.76